No. 1
ORCA calculation (the ωB97M-V functional and the def2-TZVPD basis) on C31H31F6IN2O4S6SbSc as an isolated structure.

```
83
C31H31F6IN2O4S6SbSc (the ωB97M-V functional and the def2-TZVPD basis)
Sc 0.32221 -0.72743 1.19530
C -1.28046 -2.03319 -1.84803
C -0.42977 -1.00909 -2.56875
S 0.21049 0.24291 -1.42280
C 1.94244 0.36273 -1.94563
C 2.74786 -0.89383 -1.68809
S 2.58027 -1.53374 0.00925
C 2.24919 -3.28004 -0.36463
C 0.91586 -3.58691 -1.04004
S -0.56256 -2.75090 -0.35068
H -1.52622 -2.85385 -2.52329
H -2.23548 -1.60954 -1.53066
H -1.02950 -0.51389 -3.33202
H 0.40830 -1.48081 -3.07980
H 2.34879 1.20695 -1.39890
H 1.96782 0.62067 -3.00577
H 3.80306 -0.70108 -1.87884
H 2.44729 -1.69676 -2.36020
H 2.33795 -3.79518 0.58366
H 3.06163 -3.65314 -0.98958
H 0.73500 -4.65846 -0.96897
H 0.94290 -3.33906 -2.10071
F 1.01731 -1.53346 5.26731
C 0.11355 -0.89722 4.56788
F 0.76188 -0.22440 3.54549
F -0.49111 0.01003 5.30009
S -1.13143 -2.07192 3.80335
O -1.19324 -1.61564 2.40207
O -2.30797 -1.94367 4.57158
N -0.47719 -3.48301 3.87680
S 0.60621 -3.80566 2.78503
O 0.19558 -4.69712 1.75343
O 1.28247 -2.56388 2.34718
C 1.92241 -4.68683 3.73740
F 2.37489 -3.91811 4.70680
F 2.89936 -4.94122 2.87241
F 1.43794 -5.80760 4.21803
S 1.76808 1.39926 1.25537
Sb 0.97759 3.46521 0.52248
C 2.14790 3.91860 -1.15503
C 1.59558 4.36954 -2.34810
C 2.42622 4.66382 -3.42170
C 3.79997 4.51116 -3.30029
C 4.35285 4.06701 -2.10306
C 3.52919 3.76914 -1.02976
C -1.05641 3.77587 0.05009
C -1.83144 4.47726 0.97108
C -3.15513 4.77903 0.68752
C -3.71405 4.38508 -0.52051
C -2.94162 3.69728 -1.44763
C -1.61777 3.39574 -1.16786
C 1.46399 4.79689 2.05662
C 1.13588 6.14307 1.89580
C 1.51128 7.05722 2.86646
C 2.21432 6.62952 3.98720
C 2.54398 5.29030 4.14016
C 2.17065 4.36760 3.17278
H 0.52497 4.51212 -2.44739
H 1.99834 5.02378 -4.34852
H 4.44475 4.74844 -4.13663
H 5.42555 3.96349 -2.00439
H 3.97023 3.42443 -0.10008
H -1.40589 4.80173 1.91426
H -3.74742 5.33073 1.40657
H -4.74570 4.62425 -0.74405
H -3.36855 3.41056 -2.40038
H -1.02561 2.87843 -1.91004
H 0.59761 6.48852 1.01906
H 1.26158 8.10318 2.74733
H 2.50981 7.34718 4.74118
H 3.09690 4.96291 5.01071
H 2.43339 3.32299 3.29280
I -5.55436 0.82461 0.65923
C -3.74872 1.18649 1.60467
C -3.66829 1.97455 2.74240
C -2.42323 2.21775 3.29626
C -1.30356 1.66594 2.70490
N -1.38147 0.85680 1.63939
C -2.58310 0.62966 1.10551
H -4.56194 2.39924 3.18135
H -2.31460 2.83602 4.17704
H -0.31660 1.84994 3.10384
H -2.62510 -0.03060 0.24594
```

Output
HOMO energy	-14.0434	eV
total charge	+2

***

No. 2
ORCA calculation (the ωB97M-V functional and the def2-TZVPD basis) on a 2-piece molecular cluster, C4H11N2 overall.

```
17
C4H11N2 (the ωB97M-V functional and the def2-TZVPD basis)
C -1.97985 1.12470 1.24905
N -1.04726 0.16002 1.68433
H -2.24274 1.18488 0.18970
H -2.89517 1.03681 1.77336
H -1.14682 1.63931 1.61946
H -0.18708 0.12036 1.07815
C -0.19514 -1.72108 -0.56849
C 0.17704 -0.40316 -1.22264
C 2.27494 0.57759 -0.72254
N 1.05703 0.36427 -0.33640
H -0.84437 -2.35157 -1.23268
H 0.71097 -2.25401 -0.34253
H -0.67810 -1.53521 0.42116
H -0.74526 0.17845 -1.41218
H 0.67918 -0.56703 -2.22099
H 2.68827 0.26337 -1.68862
H 2.93079 1.14636 -0.03270
```

Output
HOMO energy	-14.4776	eV
total charge	+1
ΔE to the lowest compared entry with this formula, charge and spin	161.9	kcal/mol

***

No. 3
ORCA calculation (the ωB97M-V functional and the def2-TZVPD basis) on C23H25N2OSV as an isolated structure.

```
53
C23H25N2OSV (the ωB97M-V functional and the def2-TZVPD basis)
C -2.60857 2.60520 -0.23626
C -2.27817 1.68552 -1.26012
C -2.35509 0.39172 -0.72406
H -1.99157 1.93281 -2.26811
C -2.71430 0.50703 0.63645
C -2.88369 1.87922 0.93073
H -2.78760 -0.29634 1.34728
C 0.50890 3.57395 0.45359
C 0.30087 3.19318 -0.88964
C 1.06695 2.03707 -1.14523
H -0.33557 3.69308 -1.59708
C 1.78459 1.71832 0.03459
C 1.43464 2.67153 1.00747
H -2.11560 -0.52114 -1.24186
H -3.11121 2.28945 1.89775
H -2.61209 3.67828 -0.32617
H 1.75087 2.67086 2.03422
H 1.10256 1.50145 -2.07784
H 0.04553 4.39745 0.96930
V -0.59041 1.48575 0.43941
C 2.76337 0.59240 0.23704
C 4.11447 1.18729 0.64851
C 2.95195 -0.22804 -1.03597
H 4.38389 2.00681 -0.01491
H 4.90220 0.43489 0.59725
H 4.08419 1.57630 1.66364
H 3.50789 0.33634 -1.78218
H 2.00086 -0.51937 -1.47600
H 3.51588 -1.13549 -0.82064
C 2.29289 -0.32936 1.38163
C 1.04851 -1.07733 1.04555
H 2.05702 0.26783 2.26262
H 3.09769 -1.00396 1.66081
O 0.06932 -0.52415 0.50189
N 0.95726 -2.39591 1.30164
C -0.24768 -3.19247 1.39450
H 1.82592 -2.88716 1.15833
C -0.97274 -3.43959 0.09104
C -2.35699 -3.41554 -0.01227
H -2.98074 -3.22614 0.85023
C -2.97197 -3.66211 -1.23344
H -4.05181 -3.65214 -1.28839
C -2.21222 -3.92470 -2.36153
H -2.69354 -4.11590 -3.31152
C -0.82626 -3.94507 -2.26500
H -0.22325 -4.15099 -3.13949
C -0.21301 -3.70657 -1.04676
H 0.86911 -3.72928 -0.97850
H -0.92610 -2.73428 2.11426
H 0.04451 -4.14399 1.83821
S -2.34794 5.90846 1.74743
C -1.77111 4.45689 1.31813
N -1.30260 3.27792 0.96945
```

Output
spin multiplicity	3
HOMO energy (spin up / spin down)	-6.0549 / -6.1395	eV
ΔE to the lowest compared entry with this formula, charge and spin	99.3	kcal/mol
<S²>	2.1631

***

No. 4
ORCA calculation (the ωB97M-V functional and the def2-TZVPD basis) on the molecule C5H6O.

```
12
C5H6O (the ωB97M-V functional and the def2-TZVPD basis)
C 0.16017 -0.88667 1.03509
C -0.32072 0.43132 0.38586
C 0.69745 1.51034 0.09501
O 1.22168 1.43448 -0.99217
C -0.51756 0.01072 -1.03415
C -0.63153 -0.60958 -2.06159
H -0.59413 -1.64034 0.78180
H 1.09442 -1.19278 0.55977
H 0.27614 -0.86050 2.12032
H -1.18292 0.81402 0.97060
H 0.90499 2.38486 0.72454
H -1.10797 -1.39586 -2.58508
```

Output
HOMO energy	-9.5611	eV
SMILES	C#C[C@@H](C)C=O
ΔE to the lowest compared entry with this formula, charge and spin	71.9	kcal/mol

***

No. 5
ORCA calculation (the ωB97M-V functional and the def2-TZVPD basis) on a 13-piece molecular cluster, C40H94N12O14 overall.

```
160
C40H94N12O14 (the ωB97M-V functional and the def2-TZVPD basis)
C 3.44598 6.92639 1.03438
O 2.90180 5.86382 1.84825
C 1.51696 6.04521 2.12404
C 0.86124 4.84337 2.81444
O 1.03826 3.74520 1.93581
C 0.28104 2.56040 2.24683
H 4.50695 6.85197 0.79581
H 3.36900 7.78607 1.70006
H 2.88040 7.05178 0.11108
H 0.89854 6.28406 1.25881
H 1.38836 6.88412 2.80798
H -0.19837 5.01604 3.00288
H 1.36447 4.75415 3.77721
H 0.64106 1.71025 1.66740
H -0.76400 2.77799 2.02631
H 0.33802 2.34260 3.31332
C -2.96802 -5.37713 -0.35365
C -2.32972 -5.76536 -1.67859
O -1.50163 -5.07312 -2.23952
N -2.83546 -6.89337 -2.19592
C -2.40446 -7.44740 -3.46661
H -2.55683 -4.52785 0.19201
H -3.22833 -6.21949 0.28728
H -3.93001 -4.95451 -0.64356
H -3.41640 -7.51429 -1.65089
H -2.42121 -6.68596 -4.24637
H -3.14558 -8.13331 -3.87692
H -1.38933 -7.84356 -3.44069
C 3.67786 3.48843 -0.53670
C 2.78352 4.27524 -1.45274
O 3.10866 4.52537 -2.61913
N 1.64244 4.66549 -0.84512
C 0.54891 5.41297 -1.52046
H 4.01579 4.08141 0.31317
H 4.56026 3.24946 -1.13031
H 3.12848 2.59743 -0.23272
H 1.48463 4.24076 0.05754
H 0.37470 5.04441 -2.53136
H 0.62198 6.49773 -1.44257
H -0.29999 5.12044 -0.90250
C -3.26023 2.94257 3.70870
C -3.29812 1.44581 3.64696
O -2.46252 0.75485 4.23908
N -4.19523 0.89063 2.88126
C -4.47937 -0.54465 2.76483
H -3.33142 3.21318 4.76217
H -4.04390 3.44358 3.14041
H -2.36987 3.37251 3.24990
H -4.77169 1.45846 2.27682
H -5.56139 -0.65995 2.70133
H -4.12741 -1.08306 3.64480
H -4.09035 -1.01798 1.86331
C -2.48026 -4.26949 3.16561
C -2.35180 -5.45888 4.10833
O -3.00739 -6.47552 3.79428
N -1.47293 -5.42421 5.12286
C -1.33589 -6.56113 5.96504
H -1.64120 -4.18868 2.47456
H -2.48220 -3.33692 3.72989
H -3.35632 -4.22769 2.51839
H -0.84942 -4.65232 5.31134
H -1.62084 -6.32223 6.98966
H -0.26515 -6.76276 5.99609
H -1.84300 -7.49686 5.72978
C 0.82388 2.55409 -4.40579
C 1.66522 2.85476 -5.61537
O 1.12319 3.10032 -6.67386
N 3.01211 2.95063 -5.39102
C 4.03578 3.31300 -6.31968
H 0.27370 1.63585 -4.61129
H 0.14319 3.37492 -4.17992
H 1.50747 2.39532 -3.57177
H 3.23789 2.95403 -4.40659
H 4.17405 4.38956 -6.21965
H 3.69112 3.09705 -7.33095
H 5.00266 2.87027 -6.08044
C 3.13913 -3.44820 2.15499
C 3.04605 -2.05116 1.49931
O 2.44312 -1.86436 0.46261
N 3.75072 -1.13362 2.17393
C 3.82331 0.26103 1.67669
H 4.02161 -4.00906 1.84715
H 2.19699 -3.94624 1.92594
H 3.24127 -3.39729 3.23900
H 4.24679 -1.26405 3.04400
H 4.44296 0.35377 0.78476
H 4.14103 0.91440 2.48926
H 2.82513 0.62614 1.43494
C -1.87553 -2.46238 -4.67512
C -0.55655 -1.93203 -4.11414
O -0.04949 -0.93563 -4.59782
N 0.10194 -2.72195 -3.20295
C 1.39862 -2.41379 -2.68065
H -1.76876 -2.75311 -5.72020
H -2.68094 -1.73217 -4.59633
H -2.10278 -3.39952 -4.16698
H -0.47711 -3.49534 -2.90857
H 2.19133 -2.04904 -3.33384
H 1.78223 -3.27025 -2.12620
H 1.19731 -1.62902 -1.95145
C -1.41728 -1.56095 1.13282
C -1.16165 -0.26838 0.41544
O -2.00441 0.60716 0.26526
N 0.05595 -0.15005 -0.14623
C 0.61394 0.92779 -0.90117
H -2.24620 -2.12505 0.70530
H -1.59958 -1.29116 2.17306
H -0.53051 -2.19395 1.16505
H 0.74454 -0.82615 0.15185
H 1.68505 0.74154 -0.82279
H 0.37306 1.93963 -0.57523
H 0.33482 0.92271 -1.95481
C -4.03054 -1.40780 -1.83415
C -5.06576 -1.76161 -0.73177
O -5.24435 -2.88947 -0.24689
N -5.87364 -0.74140 -0.35542
C -5.96064 0.63016 -0.89928
H -4.53204 -1.57198 -2.78791
H -3.22794 -2.13832 -1.73282
H -3.68853 -0.38618 -1.66855
H -6.55883 -0.96783 0.35122
H -5.55617 0.74438 -1.90499
H -5.43008 1.33679 -0.26108
H -7.01260 0.91425 -0.92685
C 4.48996 -0.58766 -2.35428
C 5.57934 0.46170 -2.36513
O 6.05291 0.82344 -1.33499
N 6.04817 0.83593 -3.56897
C 7.17441 1.77247 -3.77044
H 4.94493 -1.46733 -1.89901
H 4.13283 -0.70906 -3.37693
H 3.69611 -0.14365 -1.75365
H 5.68472 0.41707 -4.41311
H 7.83696 1.39559 -4.54959
H 7.70796 2.01139 -2.85047
H 6.66609 2.68822 -4.07228
C -3.21045 2.06999 -3.37226
C -3.48662 3.09388 -2.28646
O -3.92188 4.21509 -2.61380
N -3.19422 2.76428 -1.01767
C -3.38411 3.61775 0.15169
H -4.10193 1.51209 -3.65881
H -2.48469 1.38854 -2.92843
H -2.85990 2.54268 -4.28975
H -2.74679 1.91159 -0.71301
H -4.07397 3.00591 0.73293
H -3.98095 4.50544 -0.05780
H -2.41662 3.82154 0.61053
C 2.96683 -2.92090 6.43473
C 1.69720 -2.77806 5.61675
O 0.92681 -3.73189 5.60743
N 1.52076 -1.61402 4.97562
C 0.48638 -1.17881 4.06946
H 2.84039 -3.36341 7.42281
H 3.49985 -1.97354 6.51536
H 3.71224 -3.58355 5.99501
H 2.39447 -1.10894 5.01608
H -0.10732 -1.99183 3.65160
H 0.93159 -0.64805 3.22792
H -0.14879 -0.52139 4.66315
```

Output
spin multiplicity	2
HOMO energy (spin up / spin down)	-0.0230 / -7.1352	eV
total charge	-1
<S²>	0.7504

***

No. 6
ORCA calculation (the ωB97M-V functional and the def2-TZVPD basis) on C6H12N2O as an isolated structure.

```
21
C6H12N2O (the ωB97M-V functional and the def2-TZVPD basis)
C -1.00389 0.19784 -1.93005
C 1.55444 1.32087 0.48870
C 1.50345 -1.02927 -0.45580
C -1.46509 0.48121 0.73740
C -0.37136 -0.24984 1.06315
C 0.72637 0.10144 0.16333
N -0.37124 -1.46743 1.79344
O -0.46812 0.96257 -0.87622
N -2.58927 0.94509 0.95273
H -1.30264 -1.84793 1.90947
H 0.06265 -1.37309 2.70465
H -3.24634 1.02105 0.18410
H -0.30784 0.16029 -2.77346
H -1.22848 -0.82773 -1.60442
H -1.93247 0.66731 -2.27156
H 2.15032 1.63543 -0.36849
H 0.91974 2.14299 0.81160
H 1.83767 -0.72470 -1.44983
H 2.39365 -1.24556 0.13948
H 0.90821 -1.93598 -0.52895
H 2.23025 1.06544 1.31072
```

Output
HOMO energy	-7.3018	eV
ΔE to the lowest compared entry with this formula, charge and spin	90.3	kcal/mol

***

No. 7
ORCA calculation (the ωB97M-V functional and the def2-TZVPD basis) on the molecule C22H31N3O3.

```
59
C22H31N3O3 (the ωB97M-V functional and the def2-TZVPD basis)
C -3.73426 1.44920 3.55207
O -3.72600 0.62185 2.41763
C -2.60672 0.78521 1.57621
C -1.31526 0.15520 2.11548
C -0.15330 0.42010 1.16014
H 0.03165 1.49008 1.05505
C 1.11249 -0.26226 1.67271
N 0.88966 -1.68844 1.82267
C 1.53914 -2.53707 1.00333
O 2.38335 -2.14701 0.21309
C 1.19892 -4.02710 1.06761
H 1.14969 -4.39226 2.09260
H 2.02118 -4.53263 0.55835
C -0.11633 -4.32042 0.31598
C -0.25596 -3.34062 -0.78761
N -1.10347 -2.36775 -0.84613
N -0.78340 -1.62956 -1.93266
C 0.24511 -2.18758 -2.48010
O 0.62010 -3.29957 -1.81024
C 1.01861 -1.72650 -3.65594
H 0.78158 -2.36904 -4.50952
H 2.07815 -1.85991 -3.42274
C 0.71885 -0.26694 -3.99669
C 1.09879 0.67719 -2.85902
H 2.15629 0.56019 -2.61342
H 0.51911 0.41280 -1.97512
C 0.81292 2.14173 -3.20993
C 0.98532 3.00435 -1.99363
C 2.22793 3.52696 -1.65957
C 2.39194 4.28255 -0.51223
C 1.31214 4.52708 0.31875
C 0.06927 4.00994 -0.00468
C -0.09108 3.25144 -1.15090
H -1.06177 2.84453 -1.39585
H -0.77906 4.20181 0.63749
H 1.43827 5.11991 1.21300
H 3.36436 4.68399 -0.26608
H 3.07400 3.34229 -2.30627
H 1.48770 2.46751 -4.00447
H -0.21247 2.22313 -3.57530
H -0.34777 -0.16576 -4.20166
H 1.27090 0.00104 -4.90008
H -0.09997 -5.33729 -0.08005
H -0.98504 -4.20460 0.96317
C -0.17559 -1.99013 2.75061
H -0.29484 -3.06517 2.86732
C -1.48528 -1.35590 2.27721
H -2.28130 -1.56983 2.99121
H -1.76029 -1.77792 1.30851
H 0.10390 -1.57075 3.72672
H 1.93716 -0.12471 0.97206
H 1.39732 0.15191 2.64676
H -0.40697 0.01861 0.17812
H -1.07829 0.59977 3.08971
H -2.87829 0.29331 0.63889
H -2.43680 1.85485 1.37909
H -4.70725 1.31644 4.02203
H -3.60641 2.50337 3.27505
H -2.95263 1.17836 4.27128
```

Output
HOMO energy	-8.9640	eV
SMILES	COCC1CCN(C(=O)CCc2nnc(CCCCc3ccccc3)o2)CC1
ΔE to the lowest compared entry with this formula, charge and spin	64.7	kcal/mol

***

No. 8
ORCA calculation (the ωB97M-V functional and the def2-TZVPD basis) on the molecule C2H5NO2.

```
10
C2H5NO2 (the ωB97M-V functional and the def2-TZVPD basis)
C 0.49872 1.40113 0.00993
C -0.86657 -0.64621 0.08436
H 1.10651 1.57538 -0.85833
H 0.85757 1.83992 0.83970
H -0.52747 1.82766 -0.11614
H 2.07456 -0.41043 0.54315
H -1.02547 -1.82429 0.10327
N 0.35835 -0.14686 0.02930
O 1.54700 -0.83151 -0.10704
O -1.89538 0.01779 -0.05327
```

Output
HOMO energy	-9.4761	eV
SMILES	CN(O)C=O
ΔE to the lowest compared entry with this formula, charge and spin	73.3	kcal/mol